16
Properties=species:S:1:pos:R:3:forces:R:3 method="wB97M-V/def2-TZVPD" energy_ev=-20240.6200 mol_weight_g_mol=132.2 de_lowest_kj_mol=415.7 e_lumo_ev=-1.2
C 1.427708 -0.838665 -0.422563 -0.232 0.294 -1.167
C 0.614062 -0.986332 -1.426535 0.411 0.465 0.861
C 0.142568 -0.091364 -0.319205 -0.495 -1.643 3.104
C -0.906048 -0.730333 0.628798 3.296 1.540 3.750
C 0.163089 1.411809 -0.124204 1.114 -1.006 -1.549
O 3.713608 1.746772 0.336638 0.030 -0.231 0.382
O 4.299124 0.279321 -1.491176 0.308 -0.474 -0.803
S 4.150938 0.451852 -0.092041 0.301 1.130 0.368
H 2.426353 -0.896966 -0.047593 -0.291 -0.896 0.335
H 0.271415 -1.569009 -2.243965 0.064 0.014 -0.775
H -0.936673 -1.768832 0.813392 0.389 -1.398 -0.598
H -1.826547 -0.411964 0.413111 -3.866 1.154 -1.259
H -0.820526 -0.329048 1.769234 0.275 -0.542 -2.411
H 0.197992 1.726372 0.899420 -0.122 -0.322 0.751
H -0.759274 1.738992 -0.554116 -0.219 1.215 -0.597
H 1.137310 1.720554 -0.549163 -0.964 0.700 -0.392